{
  "formula": "C46H54As2BrInN2O10S",
  "method": "wB97M-V/def2-TZVPD",
  "fmax_ev_per_a": 2.77,
  "de_lowest_kj_mol": 0.00,
  "total_charge": 0,
  "e_tot_ev": -279764.295,
  "symbols": ["In", "Br", "As", "As", "S", "O", "O", "O", "O", "O", "O", "O", "O", "O", "O", "N", "N", "C", "C", "C", "C", "C", "C", "C", "C", "C", "C", "C", "C", "C", "C", "C", "C", "C", "C", "C", "C", "C", "C", "C", "C", "C", "C", "C", "C", "C", "C", "C", "C", "C", "C", "C", "C", "C", "C", "C", "C", "C", "C", "C", "C", "C", "C", "H", "H", "H", "H", "H", "H", "H", "H", "H", "H", "H", "H", "H", "H", "H", "H", "H", "H", "H", "H", "H", "H", "H", "H", "H", "H", "H", "H", "H", "H", "H", "H", "H", "H", "H", "H", "H", "H", "H", "H", "H", "H", "H", "H", "H", "H", "H", "H", "H", "H", "H", "H", "H", "H"],
  "positions_angstrom": [[-0.804, -0.392, -0.076], [1.739, -1.627, -0.023], [0.227, 0.258, -2.952], [-2.301, -3.413, -0.403], [-3.564, -0.898, -1.580], [0.114, 0.266, 1.705], [-2.187, -0.304, -1.650], [-3.834, -1.522, -0.312], [-1.289, -2.277, 0.303], [1.075, 1.420, -0.539], [-1.010, -4.672, -0.633], [-3.329, -4.193, 0.551], [-2.608, 0.485, 1.079], [-4.517, 0.113, -1.971], [-1.377, 2.105, -0.609], [-4.554, 1.573, 1.084], [1.775, 2.977, 0.886], [-1.789, 0.458, -5.000], [0.815, 2.369, 0.186], [2.570, -2.205, 3.992], [-3.660, -2.027, -4.137], [1.694, -1.490, 1.895], [-1.820, -0.626, -7.137], [4.491, -2.018, 5.532], [-0.822, -0.397, 5.754], [-0.567, -0.132, -4.704], [-1.148, 1.192, 3.906], [2.819, -1.168, -3.344], [3.114, 2.430, 0.766], [-3.316, 1.387, 0.634], [0.814, -0.482, 3.869], [-3.387, -2.170, -2.790], [-2.765, 2.274, -0.480], [0.011, -0.992, -5.629], [0.088, 4.498, -3.452], [1.943, 2.424, -3.447], [4.196, -1.165, -3.491], [-0.613, 2.886, 0.273], [-2.408, 0.224, -6.215], [0.819, -0.545, 2.451], [2.805, 1.247, -3.471], [-2.546, -4.113, -4.536], [-2.286, -4.246, -3.182], [2.362, 3.739, -3.594], [4.342, -4.016, 4.059], [3.523, -3.004, 4.862], [-3.234, -3.011, -5.016], [4.873, 0.036, -3.623], [2.729, -3.771, 5.927], [2.122, 0.029, -3.349], [1.440, 4.769, -3.594], [-5.145, 0.579, 1.961], [1.635, 4.128, 1.739], [-5.399, 2.703, 0.788], [-2.695, -3.255, -2.304], [1.702, -1.282, 4.568], [2.536, -2.315, 2.614], [-0.614, -1.237, -6.840], [0.821, 1.484, 5.388], [0.573, 2.151, -3.279], [-0.340, 3.190, -3.286], [-0.079, 0.443, 4.702], [4.188, 1.238, -3.611], [-3.005, 3.339, -0.376], [5.063, -1.488, 4.774], [-5.509, 3.319, 1.688], [-0.628, 5.309, -3.469], [5.183, -2.550, 6.182], [3.956, -1.283, 6.127], [-1.396, 2.985, -3.151], [4.969, -3.518, 3.324], [4.739, -2.098, -3.479], [-1.495, 0.232, 6.334], [-0.139, -0.879, 6.446], [-0.639, 3.939, -0.050], [-2.266, 1.091, -4.259], [-4.196, -1.158, -4.485], [1.389, 2.033, 4.639], [-1.410, -1.166, 5.259], [3.411, 3.966, -3.718], [0.961, -1.464, -5.404], [3.035, 1.361, 0.575], [-5.340, 1.005, 2.948], [-1.790, 1.749, 4.591], [2.287, -2.104, -3.203], [-3.349, 0.703, -6.448], [-0.689, 1.898, 3.218], [-0.971, 2.790, 1.305], [-4.992, 3.316, -0.008], [-2.199, -4.872, -5.223], [0.655, 4.581, 1.638], [-0.156, -1.898, -7.562], [0.222, 2.191, 5.961], [3.637, 2.894, -0.074], [2.177, -3.096, 6.575], [-4.462, -0.265, 2.045], [3.668, 2.595, 1.687], [-3.218, 1.857, -1.390], [3.156, -3.008, 2.073], [2.392, 4.866, 1.468], [4.985, -4.571, 4.740], [-2.305, -0.815, -8.084], [1.772, 5.790, -3.711], [-6.076, 0.219, 1.519], [4.736, 2.164, -3.701], [1.784, 3.845, 2.786], [1.529, 1.009, 6.061], [-1.737, -5.094, -2.800], [-3.417, -2.910, -6.077], [-6.386, 2.357, 0.480], [5.948, 0.034, -3.723], [1.713, -1.191, 5.640], [-1.761, 0.496, 3.339], [3.403, -4.361, 6.546], [2.019, -4.440, 5.448], [3.695, -4.723, 3.546], [-0.901, -5.098, 0.220]]
}